Below is a single C24H35NO6 molecule, with properties calculated with the ωB97M-V functional and the def2-TZVPD basis.

Output
Energy = -39232.253 eV
SMILES = COc1cc(OCC(=O)NC(C)C)cc2c1C(=O)O[C@@H](C)CCCC(=O)CCCCC2

Last column: natural (NBO) charge in e.
Element x y z (Å)
C: 3.15545 -2.31870 -0.54505  -0.26
O: 2.54101 -1.07427 -0.78850  -0.50
C: 1.95365 -0.41470 0.23705  0.46
C: 1.93845 -0.90654 1.53591  -0.44
C: 1.34753 -0.16105 2.54641  0.35
O: 1.24234 -0.57963 3.84409  -0.49
C: 1.58410 -1.91783 4.13405  -0.16
C: 0.75756 -2.92192 3.31451  0.65
O: 1.21686 -3.97172 2.91686  -0.63
N: -0.49895 -2.50310 3.09661  -0.61
C: -1.43682 -3.17025 2.21597  -0.06
C: -2.70008 -3.54377 2.98622  -0.61
C: -1.75330 -2.26327 1.02750  -0.61
C: 0.80145 1.08429 2.26366  -0.32
C: 0.79845 1.59484 0.97481  0.09
C: 1.36514 0.83201 -0.05496  -0.27
C: 1.39861 1.32358 -1.45812  0.80
O: 1.64165 2.46013 -1.78859  -0.60
O: 1.10243 0.35055 -2.32259  -0.51
C: 1.12612 0.66359 -3.72074  0.09
C: 1.59619 -0.58346 -4.45570  -0.62
C: -0.26734 1.13953 -4.14949  -0.42
C: -1.35718 0.11597 -3.81961  -0.41
C: -2.73596 0.76989 -3.73931  -0.50
C: -2.85112 1.83887 -2.66797  0.62
O: -3.32752 2.91988 -2.90840  -0.54
C: -2.35501 1.45498 -1.28948  -0.52
C: -2.88389 2.40710 -0.21838  -0.41
C: -2.24135 2.20974 1.16021  -0.39
C: -1.12204 3.20601 1.47365  -0.39
C: 0.18607 2.94619 0.72021  -0.44
H: 4.00081 -2.22238 0.14348  0.18
H: 2.44665 -3.05335 -0.15092  0.19
H: 3.51941 -2.65565 -1.51431  0.20
H: 2.38305 -1.86187 1.75030  0.24
H: 1.36301 -2.05117 5.19695  0.22
H: 2.65052 -2.11457 3.97467  0.20
H: -0.77501 -1.60273 3.46138  0.40
H: -0.92958 -4.07736 1.87170  0.23
H: -3.38876 -4.07820 2.33809  0.21
H: -2.45205 -4.18176 3.83052  0.22
H: -3.19632 -2.64915 3.35753  0.20
H: -0.83824 -1.96966 0.51701  0.22
H: -2.26415 -1.36343 1.36684  0.20
H: -2.39674 -2.78210 0.32229  0.21
H: 0.37972 1.64134 3.08293  0.22
H: 1.84009 1.48392 -3.87243  0.21
H: 0.93636 -1.41812 -4.23914  0.21
H: 1.60674 -0.39888 -5.52603  0.21
H: 2.59917 -0.84486 -4.12951  0.22
H: -0.25487 1.35697 -5.21796  0.21
H: -0.47579 2.07584 -3.62679  0.22
H: -1.38135 -0.65895 -4.58776  0.21
H: -1.11883 -0.36430 -2.86945  0.21
H: -3.48773 0.00718 -3.51708  0.23
H: -2.99211 1.22620 -4.69789  0.22
H: -1.26415 1.49065 -1.31083  0.23
H: -2.64167 0.42400 -1.07158  0.22
H: -2.72413 3.43143 -0.55785  0.22
H: -3.96414 2.26340 -0.14504  0.21
H: -3.01326 2.33089 1.92366  0.21
H: -1.85181 1.19288 1.24671  0.20
H: -0.93481 3.19508 2.54861  0.20
H: -1.46430 4.21186 1.22208  0.21
H: 0.02647 3.09717 -0.34487  0.23
H: 0.91658 3.69932 1.03048  0.23



Below is a molecular structure, C24H36AsCl3F3NO3S5SeSi2Tc, with properties calculated with the ωB97M-V functional and the def2-TZVPD basis.

Output
Energy = -277146.057 eV
Charge = +1

Last column: Mulliken charge in e.
Element x y z (Å)
Tc: -1.73755 -1.65608 0.67324  -0.89
C: 1.70444 1.39880 0.64348  -1.50
C: 1.35304 -0.07064 0.51362  1.53
C: 1.39516 -0.71565 1.89028  -1.51
C: 2.28993 -0.79141 -0.45547  -1.34
O: -0.02992 -0.24571 0.00743  2.88
Si: -0.73570 0.64705 -1.23619  -1.03
S: -2.59625 -0.46821 -1.30374  -0.88
O: 0.09369 0.52237 -2.60624  1.09
C: -0.06293 0.39716 -4.04254  1.70
C: 1.26926 0.84704 -4.63676  -1.61
C: -0.33415 -1.05533 -4.40671  -1.61
C: -1.21127 1.27341 -4.52171  -1.60
O: -0.93343 2.14450 -0.72671  0.59
C: -0.95135 3.52590 -1.16492  1.26
C: 0.24882 3.84106 -2.04705  -1.24
C: -2.24778 3.78048 -1.92647  -1.44
C: -0.90006 4.35483 0.11660  -1.43
H: 2.67734 1.48415 1.12532  0.64
H: 0.96140 1.92561 1.24650  0.02
H: 1.77117 1.87008 -0.33204  0.21
H: 2.35778 -0.51127 2.35594  0.63
H: 1.27163 -1.79555 1.83322  -0.01
H: 0.62533 -0.28073 2.52712  -0.24
H: 3.29724 -0.80544 -0.03990  0.46
H: 2.31794 -0.28884 -1.41991  0.20
H: 1.97376 -1.82388 -0.59852  0.11
H: 2.07202 0.19326 -4.29717  0.35
H: 1.50493 1.86783 -4.34145  0.33
H: 1.22738 0.80582 -5.72421  0.44
H: 0.44249 -1.69386 -3.98966  0.13
H: -0.32309 -1.16799 -5.48959  0.58
H: -1.31669 -1.36847 -4.05117  0.37
H: -1.01290 2.32733 -4.34166  0.31
H: -2.14291 0.99173 -4.02718  0.26
H: -1.34970 1.13984 -5.59460  0.59
H: 0.23204 3.26019 -2.96475  0.07
H: 1.18766 3.65314 -1.53218  0.31
H: 0.22207 4.89761 -2.31009  0.56
H: -2.30631 3.14479 -2.80995  0.24
H: -2.28866 4.81907 -2.25371  0.47
H: -3.11230 3.58480 -1.30057  0.27
H: 0.02500 4.16092 0.65749  0.31
H: -1.74117 4.11192 0.76494  0.23
H: -0.93929 5.41667 -0.12317  0.47
S: -2.64885 -5.11207 1.28900  -0.17
As: -4.18174 -4.02805 2.50954  0.30
S: -1.51876 -1.76235 2.80178  -0.21
S: -3.35890 -3.26546 0.51824  0.12
S: -3.04486 -2.70779 3.88669  -0.16
Se: -1.30561 1.91980 3.49494  0.32
C: -0.10723 1.82710 5.00242  0.19
C: 0.52653 0.63524 5.34162  0.04
C: 1.42105 0.60884 6.39577  -0.79
C: 1.69727 1.77376 7.10027  -0.40
C: 1.06752 2.95913 6.76118  -0.63
C: 0.15664 2.98523 5.71899  -0.28
H: 0.29885 -0.26749 4.78836  0.28
H: 1.90660 -0.31765 6.66967  0.41
H: 2.40205 1.75458 7.92034  0.39
H: 1.27493 3.86319 7.31719  0.39
H: -0.35877 3.90206 5.46280  0.42
Cl: -2.99332 0.87490 4.40208  -0.30
Si: -3.41420 -0.10356 0.76570  0.39
Cl: -3.53290 1.89595 1.05779  -0.18
Cl: -5.37612 -0.68060 0.84463  -0.33
F: 3.75332 -5.41206 -1.82944  -0.25
C: 2.50644 -5.83768 -2.08571  0.69
F: 2.37255 -5.93351 -3.41128  -0.27
F: 2.38204 -7.06317 -1.56206  -0.25
C: 1.49804 -4.89825 -1.48299  0.30
C: 1.38172 -4.83759 -0.09854  -1.14
C: 0.46366 -3.95347 0.43799  -0.86
N: -0.28338 -3.15172 -0.32489  1.04
C: -0.17342 -3.21525 -1.64138  -0.87
C: 0.70461 -4.08216 -2.27662  -0.85
H: 1.97729 -5.46814 0.54498  0.50
H: 0.31156 -3.87830 1.50400  0.60
H: -0.81536 -2.55478 -2.20799  0.56
H: 0.76267 -4.11699 -3.35427  0.70



The following LUMO energy values (in eV) correspond, in order, to the records above: 0.6, -4.1.
The following frontier orbital gap values (in eV) correspond, in order, to the records above: 9.20, 6.80.